Record 1
A single C4H8N2O molecule, computed with ωB97M-V with the def2-TZVPD basis set.

Summary:
- total energy (eV) = -9302.551
- highest occupied orbital energy (eV) = -7.43
- energy above the lowest of the compared OMol25 structures with the same formula, charge and spin (kcal per mole) = 88.59
- charge = 0
- frontier orbital gap (eV) = 8.1
- LUMO energy (eV) = 0.713

Cartesian coordinates (Å):
N  0.65  -1.23  -0.24
H  -1.01  -0.11  1.64
H  -1.14  -0.89  -1.31
O  2.75  -0.34  0.01
C  1.55  -0.23  -0.18
H  -1.25  -1.99  0.08
C  -0.65  1.42  0.12
H  -2.31  0.24  0.51
H  0.34  1.25  -1.20
H  -0.38  2.02  0.98
H  1.04  -2.14  -0.07
H  1.62  1.81  -0.19
C  -0.81  -1.06  -0.28
C  -1.23  0.13  0.59
N  0.95  1.06  -0.37

Record 2
A single C6H10S2 molecule, computed with ωB97M-V with the def2-TZVPD basis set.

Summary:
- total energy (eV) = -28049.590
- highest occupied orbital energy (eV) = -8.00
- energy above the lowest of the compared OMol25 structures with the same formula, charge and spin (kcal per mole) = 109.55
- charge = 0
- SMILES = C[C@@H]1SC[C@@H]2C[C@H]2S1
- frontier orbital gap (eV) = 8.8
- LUMO energy (eV) = 0.825

Cartesian coordinates (Å):
H  -0.60  1.68  1.13
H  -2.89  -0.70  -0.76
H  -1.69  0.58  -1.62
C  -0.62  1.64  0.07
H  2.62  -1.83  0.39
H  -1.02  2.51  -0.25
H  3.34  0.06  0.20
H  -0.60  -0.84  1.11
H  1.97  -0.61  -1.38
C  2.49  -0.69  0.64
S  0.17  -1.49  -0.91
C  -2.36  -0.48  0.07
S  0.97  1.53  -0.71
H  2.22  -0.46  1.81
H  -2.99  -0.32  1.13
C  -1.08  -0.79  0.12
C  1.53  -0.30  -0.54
C  -1.45  0.51  -0.51

Record 3
A molecular structure, C30H87AsF6N5O16, computed with ωB97M-V with the def2-TZVPD basis set.

Summary:
- total energy (eV) = -149874.461
- highest occupied orbital energy (eV) = -6.88
- charge = -1
- frontier orbital gap (eV) = 8.5
- LUMO energy (eV) = 1.661

Cartesian coordinates (Å):
C  -5.75  1.57  2.31
H  4.62  1.41  -0.79
H  2.05  -1.22  -1.89
C  3.83  4.51  0.24
H  4.95  0.62  1.75
F  -0.26  0.80  2.80
H  -1.04  -4.74  -0.17
H  -0.15  2.54  -5.46
H  -2.27  2.99  -4.31
H  -5.84  0.77  1.59
H  3.86  4.87  1.26
H  -0.03  7.86  -2.04
O  1.04  -1.90  -3.60
H  2.04  5.34  -0.72
H  -7.03  3.07  1.46
H  -4.77  -0.53  5.79
H  1.22  2.83  -0.27
H  2.16  -3.06  4.03
H  -4.52  -3.41  2.69
H  8.03  -1.14  -3.64
H  7.01  -1.56  -1.05
H  1.77  4.57  0.80
H  2.17  -4.57  -3.73
C  2.27  -3.44  1.97
F  -0.09  2.23  0.71
N  2.60  -2.58  0.89
N  -1.14  -4.98  -3.70
H  -3.51  5.14  -2.97
C  0.03  6.89  -2.53
C  4.10  0.48  -1.00
C  -2.69  4.43  -3.10
O  1.52  2.73  -3.47
H  0.40  -1.68  -1.55
C  5.01  -0.71  -0.69
O  4.90  1.35  2.37
H  -5.15  4.24  0.56
C  -0.20  -5.40  0.03
C  0.51  1.77  -3.21
O  4.59  5.41  -0.62
O  -1.25  -0.22  5.45
H  -1.22  -3.78  4.11
C  -0.03  -2.75  -3.93
C  -2.96  -2.63  4.12
H  2.90  3.03  3.07
H  -0.46  4.43  -3.19
O  -5.12  3.30  0.77
C  2.23  -2.47  3.11
H  0.86  0.65  -4.90
C  1.23  -4.95  -4.13
F  1.15  0.02  0.76
H  1.86  3.06  -2.63
N  -1.47  -2.80  4.15
H  -3.11  -4.43  2.92
H  0.71  -5.02  2.39
H  3.15  0.55  -0.48
H  -0.53  0.07  -4.04
H  -6.47  -1.03  5.41
H  -1.22  5.50  -4.26
H  -0.71  0.18  4.77
H  1.40  -1.77  3.20
H  -3.09  4.12  -1.00
H  -0.17  -2.73  -5.02
H  8.63  0.11  -2.66
F  -0.98  0.37  -0.72
H  0.94  6.35  -2.29
H  4.57  -1.65  -1.02
H  -0.94  -2.37  -3.48
H  -3.53  0.70  -0.51
H  -3.83  1.46  2.24
H  -6.45  1.33  3.10
H  5.39  5.74  -0.20
H  7.03  0.20  -0.73
H  -3.71  -1.66  -1.94
H  -3.17  -2.32  6.22
N  5.04  -0.86  0.75
H  -3.69  2.84  -2.09
H  -3.50  -3.98  5.65
O  1.02  -4.77  0.47
H  -1.22  -1.16  5.26
O  1.87  1.76  4.49
C  -2.87  3.54  -1.89
H  -0.21  2.33  -2.61
O  -0.80  1.89  -5.18
H  1.59  -2.94  -1.87
O  1.97  3.27  -0.68
H  4.18  -1.35  0.90
H  -6.20  -0.59  -0.87
H  0.09  -4.21  -2.40
O  -4.46  1.53  2.97
H  5.65  -1.63  1.01
H  3.67  2.68  4.50
H  -1.33  -4.69  -4.64
H  -2.75  -1.19  -0.53
H  1.88  -1.87  0.91
H  -3.11  4.10  -5.11
H  0.01  -3.53  1.77
O  6.46  -0.21  -2.61
C  2.33  4.47  -0.13
H  -5.90  3.77  2.57
H  -2.04  2.88  -1.68
C  3.02  2.20  3.77
H  -0.62  -6.02  0.82
C  -5.99  3.02  1.79
H  -0.96  -5.98  -3.76
C  -1.32  5.10  -3.25
H  3.19  -1.96  3.22
H  0.04  7.03  -3.61
C  3.83  0.99  3.21
C  -3.73  -1.11  -1.00
C  1.27  -1.93  -2.15
O  -5.08  -2.54  5.49
H  4.21  0.47  4.10
F  -2.34  0.98  1.42
C  -5.41  -1.21  5.23
H  4.22  3.49  0.25
F  -1.03  -1.13  1.54
N  -3.06  3.61  -4.23
H  -1.26  -2.45  3.23
C  -4.84  -1.69  -0.15
As  -0.58  0.53  1.05
O  -6.12  -1.53  -0.70
H  3.09  0.37  2.70
H  7.77  0.58  -4.08
H  -3.07  -2.97  1.97
C  -3.45  -3.40  2.89
C  -3.66  -2.92  5.46
H  1.35  -4.87  -5.21
H  1.08  1.12  -2.55
O  -3.96  0.31  -1.27
H  -4.65  -2.73  0.10
C  -0.04  0.98  -4.37
H  -4.81  -1.14  0.79
H  2.96  -4.27  2.10
C  7.76  -0.15  -3.27
H  1.17  1.49  3.88
H  -5.24  -0.97  4.17
H  -3.15  -1.58  3.89
H  3.86  0.41  -2.06
C  6.49  -0.61  -1.22
H  1.17  -6.02  -3.89
C  0.10  -4.24  -3.49
H  -0.07  -6.20  -0.70
H  2.56  -3.12  0.04
O  -1.11  6.07  -2.28
C  0.91  -4.14  1.79